C18H19ClN6S2Tl | wB97M-V/def2-TZVPD

Each line ends with the Löwdin charge.
Positions of all 47 atoms, in Å:
Tl: 1.09832 -2.97934 -0.05207  0.50
N: 4.11638 -1.48280 3.30606  0.04
C: 2.97670 -1.82475 2.63279  -0.96
S: 2.69914 -3.48426 2.42003  0.42
N: 2.18076 -0.81802 2.35235  -0.03
N: 1.12275 -0.99860 1.56905  -0.02
C: 0.22795 -0.03725 1.53698  -0.20
C: 0.37141 1.15940 2.39393  -0.18
C: 1.56025 1.88345 2.32804  -0.03
C: 1.79300 2.94084 3.18579  -0.09
C: 0.83467 3.29889 4.12046  -0.11
C: -0.36169 2.60381 4.17674  -0.10
C: -0.59142 1.53622 3.32658  -0.05
C: -0.91210 -0.20386 0.67696  -0.21
C: -1.94026 0.75376 0.57212  -0.02
C: -3.05516 0.47056 -0.18257  -0.08
C: -3.13452 -0.75173 -0.84502  -0.07
C: -2.04820 -1.60354 -0.76134  -0.18
N: -0.97413 -1.34061 -0.04057  0.01
H: 4.80387 -2.20895 3.41097  0.06
H: 4.43185 -0.52871 3.22889  0.08
H: 2.29932 1.59176 1.59928  0.11
H: 2.72770 3.48339 3.13384  0.10
H: 1.02479 4.10530 4.81563  0.09
H: -1.11610 2.88456 4.90028  0.09
H: -1.51273 0.97462 3.40512  0.11
H: -1.84915 1.70315 1.07430  0.10
H: -3.86707 1.18475 -0.25107  0.10
H: -4.00578 -1.02221 -1.42109  0.10
H: -2.03646 -2.54367 -1.29871  0.08
Cl: 2.65200 0.13384 -1.88599  0.37
C: 3.00723 -1.33635 -0.88075  -0.72
H: 3.52873 -0.90452 -0.01631  -0.07
H: 3.77256 -1.85465 -1.47271  -0.06
C: -2.99989 -0.70312 -4.99874  -0.07
N: -1.88090 -0.38103 -4.16677  -0.14
C: -1.50445 0.85604 -3.68953  -0.07
C: -0.38221 0.68417 -2.95833  -0.12
N: -0.07350 -0.64697 -2.98410  0.05
C: -0.98830 -1.31379 -3.72198  -0.86
S: -1.06392 -2.93243 -4.03824  0.56
H: -3.05627 -0.03366 -5.85841  0.09
H: -3.93983 -0.65266 -4.44342  0.09
H: -2.84775 -1.73169 -5.33655  0.03
H: -2.06510 1.74035 -3.91125  0.11
H: 0.23812 1.37422 -2.42816  0.08
H: 0.73938 -1.04389 -2.52252  0.05

Properties
LUMO energy: 0.0948 Eh
charge: -1
spin multiplicity: 1


C18H19CoN3O2S | wB97M-V/def2-TZVPD

Each line ends with the Löwdin charge.
Positions of all 44 atoms, in Å:
Co: 1.91213 -1.20251 -0.00275  0.63
N: 3.92551 -1.06434 0.00697  -0.01
N: 4.24928 0.29758 0.00331  0.00
C: 3.19858 1.23781 -0.00565  -0.70
O: 3.46916 2.41935 -0.00906  0.05
O: 2.03121 0.68456 -0.00924  -0.12
H: 4.28671 -1.53305 0.83509  0.12
H: 4.29492 -1.53914 -0.81413  0.12
H: 5.21215 0.58654 0.00682  0.14
C: -2.64542 3.88406 -1.24869  -0.05
C: -1.94426 3.33139 0.00027  -0.56
C: -0.49236 3.81466 -0.00370  -0.06
C: -2.63726 3.88045 1.25541  -0.05
C: -2.04103 1.80656 -0.00169  -0.15
C: -3.31042 1.19272 0.00035  -0.03
C: -3.46004 -0.17602 -0.00093  -0.07
C: -2.30743 -0.95644 -0.00396  -0.46
S: -2.15318 -2.68544 -0.00475  1.14
C: -0.44434 -2.53502 -0.00439  -0.52
N: -0.00612 -1.30971 -0.00564  0.01
C: -1.04512 -0.37686 -0.00561  -0.24
C: -0.91076 1.01136 -0.00483  0.06
C: 0.53116 -3.60973 -0.00254  -0.25
C: 0.20913 -4.95927 -0.00150  -0.05
C: 1.22865 -5.89537 0.00103  -0.09
C: 2.54637 -5.45934 0.00267  -0.09
C: 2.84371 -4.10030 0.00162  -0.11
C: 1.84737 -3.12455 -0.00104  -0.14
H: -2.56007 4.97277 -1.27032  0.08
H: -3.70694 3.62983 -1.26457  0.08
H: -2.18685 3.48681 -2.15638  0.09
H: -0.47654 4.90615 -0.00213  0.09
H: 0.04857 3.47379 -0.88789  0.09
H: 0.05430 3.47114 0.87594  0.09
H: -2.55180 4.96910 1.27960  0.08
H: -2.17268 3.48065 2.15892  0.09
H: -3.69864 3.62614 1.27758  0.08
H: -4.20232 1.80665 0.00320  0.11
H: -4.44291 -0.62890 0.00098  0.11
H: 0.08670 1.42185 -0.00560  0.08
H: -0.82926 -5.27524 -0.00258  0.10
H: 1.00508 -6.95367 0.00191  0.10
H: 3.34934 -6.18668 0.00481  0.10
H: 3.89570 -3.82039 0.00307  0.08

Properties
⟨S²⟩: 0.7571
LUMO energy (alpha / beta): -0.0058 / -0.0060 Eh
spin multiplicity: 2


Which molecular weight belongs to each record? In order, 623.36, 400.37 g/mol.
Which F_max belongs to each record? In order, 1.66, 0.98 eV/A.